{
  "formula": "C31H34N6O3",
  "method": "wB97M-V/def2-TZVPD",
  "symbols": ["C", "N", "N", "O", "C", "H", "H", "C", "N", "N", "O", "C", "H", "H", "C", "N", "N", "O", "C", "H", "H", "C", "C", "C", "C", "C", "C", "C", "H", "H", "H", "H", "H", "H", "H", "H", "C", "C", "C", "C", "C", "C", "C", "C", "C", "C", "C", "H", "H", "H", "H", "H", "H", "H", "H", "H", "H", "C", "C", "C", "C", "C", "C", "C", "H", "H", "H", "H", "H", "H", "H", "H", "H", "H"],
  "coordinates": [[1.894716, 2.512385, -2.687508], [1.964309, 1.066409, -2.690348], [3.060183, 0.389887, -2.834301], [4.116833, 1.011720, -2.968578], [0.734851, 0.320437, -2.537348], [0.447496, -0.145910, -3.484658], [-0.040110, 1.033664, -2.249819], [0.839072, -0.766596, -1.449648], [-0.488321, -1.115352, -0.977507], [-1.353293, -1.438060, -1.896666], [-2.481885, -1.762686, -1.536303], [-0.793739, -1.135540, 0.439831], [-1.724211, -1.709301, 0.522917], [0.004939, -1.650537, 0.977321], [-1.038479, 0.276573, 0.988394], [0.179101, 0.899201, 1.494525], [0.696845, 1.971290, 0.979286], [0.182686, 2.429036, -0.044838], [0.846409, 0.399441, 2.678746], [0.882280, 1.202205, 3.420237], [0.261587, -0.427221, 3.081806], [2.280563, -0.074984, 2.387856], [3.152827, 1.037020, 1.869659], [3.459564, 2.122833, 2.681876], [4.244479, 3.156801, 2.208376], [4.740952, 3.119054, 0.915749], [4.458045, 2.035039, 0.105175], [3.669562, 1.003014, 0.582896], [3.469756, 0.156523, -0.058483], [4.846364, 1.984206, -0.901315], [5.351744, 3.928783, 0.545597], [4.471801, 3.995267, 2.850518], [3.084482, 2.156806, 3.695194], [2.262059, -0.900882, 1.672933], [2.691276, -0.456754, 3.325728], [-1.349782, 0.918301, 0.152386], [-2.154459, 0.297272, 2.049878], [-3.476295, -0.055708, 1.420725], [-4.014824, -1.297817, 1.643870], [-5.204155, -1.704138, 1.025801], [-5.849310, -0.860071, 0.170262], [-5.342382, 0.430979, -0.081136], [-6.005845, 1.311803, -0.960597], [-5.518466, 2.564285, -1.202558], [-4.349062, 2.993122, -0.559536], [-3.681931, 2.163272, 0.298162], [-4.144485, 0.853610, 0.557149], [-2.792806, 2.532614, 0.785575], [-3.974018, 3.988959, -0.745150], [-6.029366, 3.231742, -1.880785], [-6.911875, 0.971711, -1.441428], [-6.756222, -1.167245, -0.329510], [-5.591721, -2.692185, 1.223533], [-3.513512, -1.987425, 2.310310], [-1.930508, -0.422219, 2.840057], [-2.195225, 1.291935, 2.499353], [1.389157, -0.350564, -0.601490], [1.553694, -2.032981, -1.957909], [1.800960, -2.982355, -0.819794], [2.970377, -2.892627, -0.073735], [3.175425, -3.716842, 1.019162], [2.211736, -4.643816, 1.379205], [1.049101, -4.750210, 0.634358], [0.845301, -3.924718, -0.457796], [-0.062827, -4.014303, -1.036593], [0.298776, -5.479021, 0.903268], [2.370430, -5.287467, 2.231620], [4.089658, -3.635680, 1.588481], [3.731987, -2.181634, -0.360459], [2.495173, -1.729720, -2.415266], [0.917629, -2.497975, -2.712387], [1.438025, 2.857628, -1.759815], [2.914803, 2.887818, -2.764492], [1.308482, 2.860668, -3.538265]],
  "atomic_forces_ev_per_a": [[0.453, 0.425, 0.005], [-0.087, 0.577, 0.136], [1.012, -0.107, -0.235], [-0.797, -0.090, 0.067], [-0.225, -0.524, 0.083], [-0.031, 0.096, 0.052], [0.119, -0.063, -0.046], [0.269, -0.006, -0.735], [0.067, 0.016, 0.813], [-0.862, -0.312, -0.586], [0.765, 0.267, 0.112], [-0.531, 0.020, 0.026], [0.263, 0.054, 0.075], [0.005, -0.021, -0.044], [-0.369, 0.188, -0.358], [-0.539, -0.450, -0.258], [0.072, 1.139, -0.515], [-0.062, -0.552, 0.588], [0.602, -0.007, 0.289], [-0.101, -0.129, 0.036], [-0.040, 0.106, -0.026], [-0.204, 0.120, 0.041], [0.298, -0.148, 0.071], [0.092, -0.088, -0.032], [-0.039, 0.056, 0.124], [0.029, 0.048, -0.071], [0.096, 0.106, -0.121], [-0.010, -0.091, 0.112], [-0.042, -0.116, -0.062], [0.020, -0.003, -0.071], [0.060, 0.067, -0.032], [0.019, 0.068, 0.054], [-0.063, 0.023, 0.122], [-0.013, -0.025, 0.047], [-0.008, -0.079, -0.008], [0.077, -0.239, 0.252], [0.041, 0.049, -0.181], [0.049, -0.317, 0.320], [0.156, 0.293, 0.069], [-0.261, -0.001, -0.205], [0.020, -0.235, 0.126], [0.247, 0.089, 0.098], [-0.022, 0.183, -0.098], [-0.216, -0.153, -0.076], [0.223, 0.018, 0.142], [0.030, 0.202, -0.047], [-0.296, -0.123, -0.154], [0.129, 0.009, 0.035], [0.050, 0.069, 0.012], [-0.064, 0.020, -0.054], [-0.085, -0.023, -0.054], [-0.098, -0.038, -0.042], [-0.065, -0.075, -0.014], [0.089, -0.017, 0.056], [-0.038, 0.036, 0.050], [0.073, -0.013, 0.051], [-0.121, -0.005, -0.019], [0.144, 0.052, 0.257], [-0.039, -0.031, -0.143], [-0.028, -0.039, -0.033], [0.053, 0.012, 0.068], [0.018, -0.048, 0.099], [-0.073, -0.043, 0.046], [0.048, -0.017, -0.001], [-0.110, -0.003, -0.086], [-0.063, -0.072, 0.024], [0.018, -0.061, 0.067], [0.088, -0.003, 0.048], [0.096, 0.102, -0.046], [-0.159, -0.159, 0.011], [0.000, 0.054, -0.073], [0.038, -0.046, -0.086], [-0.158, 0.024, -0.026], [-0.007, -0.017, -0.048]],
  "nbo_charge": [-0.48, -0.20, 0.21, -0.45, -0.24, 0.22, 0.24, -0.04, -0.22, 0.23, -0.43, -0.28, 0.27, 0.22, -0.10, -0.22, 0.25, -0.47, -0.22, 0.22, 0.21, -0.43, -0.02, -0.17, -0.21, -0.22, -0.19, -0.23, 0.20, 0.24, 0.21, 0.21, 0.19, 0.22, 0.22, 0.27, -0.42, 0.00, -0.20, -0.21, -0.18, 0.02, -0.19, -0.22, -0.20, -0.20, -0.08, 0.21, 0.22, 0.21, 0.21, 0.21, 0.21, 0.21, 0.21, 0.23, 0.22, -0.45, -0.04, -0.22, -0.21, -0.22, -0.22, -0.17, 0.21, 0.21, 0.21, 0.22, 0.22, 0.26, 0.22, 0.25, 0.25, 0.21],
  "energy_ev": -47776.89117,
  "e_above_lowest_kcal_mol": 113.4,
  "gap_ev": 8.7
}